(1)
An isolated molecule of C4H9N3. Source: the Open Molecules 2025 dataset; level of theory: the ωB97M-V functional and the def2-TZVPD basis.

## Properties
HOMO (spin up / spin down) = -6.55 / -6.55 eV
Charge = 0
SMILES = C=C=C(N)NCN
LUMO energy (spin up / spin down) = 0.85 / 0.85 eV

Last column: Löwdin charge in e.
Cartesian coordinates (Å):
C: 0.43698 -1.31951 -1.02187  -0.2439
C: -0.11944 1.05220 -0.18787  -0.5034
C: 0.10726 0.66958 1.06442  -0.1028
N: -0.19089 2.39284 -0.43705  0.1196
N: -0.05921 -2.26556 -0.09082  0.0007
C: -0.17598 0.46580 2.32185  -0.0498
N: -0.20704 0.12839 -1.16653  0.0520
H: 0.24127 2.66444 -1.31006  0.0829
H: 0.12220 2.96086 0.34323  0.1074
H: -0.19938 0.55137 -2.08705  0.1143
H: -0.19321 -3.17642 -0.51469  0.0691
H: -0.95476 -1.96756 0.28410  0.0748
H: 0.29597 -1.70980 -2.03178  0.0999
H: 1.50917 -1.17604 -0.87356  0.1043
H: -0.78074 1.16661 2.88981  0.0380
H: 0.16778 -0.43720 2.81787  0.0368



(2)
A structure of composition C4H9N3. Source: the Open Molecules 2025 dataset; level of theory: the ωB97M-V functional and the def2-TZVPD basis.

## Properties
HOMO = -8.75 eV
Charge = 0
LUMO energy = 0.69 eV

Last column: Löwdin charge in e.
Cartesian coordinates (Å):
C: -2.04631 -0.54004 -0.56425  -0.1552
C: -1.46639 0.54581 0.44001  -0.2832
C: 0.03149 0.56297 0.17862  -0.5093
C: 2.27647 -0.65131 0.03731  -0.2205
H: -1.65589 -1.70583 0.08921  0.1435
H: -3.12190 -0.17774 -0.49404  0.0513
H: -1.50923 -0.59823 -1.81410  0.1777
H: -1.96443 1.62413 0.37853  0.1151
H: -1.67416 0.47454 1.78087  0.1896
H: -0.02599 2.28046 -0.42368  0.0598
H: 0.08085 -1.71895 -0.02520  0.0755
H: 2.78003 -1.48721 0.85039  0.1328
H: 4.03284 0.25757 0.17908  0.1191
N: 0.66317 1.52929 -0.30788  0.1104
N: 0.62405 -0.81464 0.02969  0.0010
N: 2.97541 0.41920 -0.33456  -0.0076



Structures ranked by computed energy, the most stable listed first: (1), (2).



(1)
A cluster of 6 separate species, H12O6 in total. Source: the Open Molecules 2025 dataset; level of theory: the ωB97M-V functional and the def2-TZVPD basis.

## Properties
HOMO = -11.03 eV
Charge = 0
SMILES = O.O.O.O.O.O
LUMO energy = -0.05 eV

Last column: Löwdin charge in e.
Cartesian coordinates (Å):
H: 0.38245 -0.12075 -0.78397  0.0341
H: -0.84255 -0.71722 -1.45748  -0.0007
H: -2.91463 0.55210 -3.45078  0.0309
H: -3.38487 1.01856 -2.08282  0.0282
H: 1.00491 0.67140 2.94290  -0.0106
H: 1.61107 1.67409 1.97480  0.0261
H: -3.09476 -3.03402 -0.72114  0.0434
H: -1.59961 -2.76226 -0.74792  0.0352
H: 0.80618 -2.06375 3.94880  0.0484
H: -0.06733 -1.99442 2.70694  0.0413
H: 3.62723 2.27065 -1.33920  0.0313
H: 4.42182 3.46309 -0.83249  0.0340
O: 0.09055 -0.52792 -1.60738  -0.0536
O: -3.45002 1.22872 -3.02121  -0.0607
O: 1.13535 1.61724 2.81113  -0.0630
O: -2.44916 -2.35928 -0.95972  -0.0568
O: 0.60441 -1.50201 3.19201  -0.0445
O: 4.11898 2.58578 -0.57247  -0.0631



(2)
A cluster of 6 separate species, H12O6 in total. Source: the Open Molecules 2025 dataset; level of theory: the ωB97M-V functional and the def2-TZVPD basis.

## Properties
HOMO = -10.51 eV
Charge = 0
SMILES = O.O.O.O.O.O
LUMO energy = 0.13 eV

Last column: Löwdin charge in e.
Cartesian coordinates (Å):
O: -2.36332 -2.46058 -0.56780  -0.0473
H: -1.90428 -1.89347 -1.19695  0.0345
H: -2.22300 -3.35529 -0.89277  0.0386
O: -0.88188 -1.36065 2.14907  -0.0475
H: -0.07433 -1.39568 2.67188  0.0510
H: -0.84386 -2.12556 1.56249  0.0299
O: -0.67626 2.27428 -2.12794  -0.0762
H: -0.52397 1.56557 -1.47679  -0.0215
H: -0.60383 1.84922 -2.98592  0.0213
O: -0.02832 0.37775 -0.17398  -0.0633
H: 0.81366 -0.08248 -0.30732  0.0219
H: -0.50823 -0.14387 0.48388  0.0254
O: 2.73151 -0.41504 -0.31235  -0.0347
H: 3.04286 -1.02269 -0.99042  0.0526
H: 3.50152 -0.22599 0.23171  0.0573
O: 0.56367 2.86976 1.26976  -0.0683
H: -0.02978 3.28367 1.90225  0.0285
H: 0.00784 2.26105 0.76119  -0.0024



Structures ranked by computed energy, the most stable listed first: (2), (1).



(1)
A cluster of 6 separate species, H12O6 in total. Source: the Open Molecules 2025 dataset; level of theory: the ωB97M-V functional and the def2-TZVPD basis.

## Properties
HOMO = -10.93 eV
Charge = 0
SMILES = O.O.O.O.O.O
LUMO energy = 0.19 eV

Last column: Löwdin charge in e.
Cartesian coordinates (Å):
O: 1.19535 1.22331 -1.57665  -0.0457
H: 0.68497 0.41563 -1.67541  0.0321
H: 0.94571 1.46590 -0.67542  0.0346
O: -2.60880 -1.90467 -0.34991  -0.0807
H: -3.34579 -2.08303 0.23092  0.0207
H: -2.05111 -1.34016 0.22196  -0.0240
O: -1.60508 -0.81952 -3.87409  -0.0630
H: -0.77121 -0.37452 -3.71028  0.0139
H: -1.90934 -1.19085 -3.02277  0.0324
O: -1.24560 -0.00926 1.01238  -0.0733
H: -0.94734 -0.11152 1.95151  0.0289
H: -1.72026 0.80289 1.23649  0.0656
O: 0.29334 0.28715 3.16771  -0.0416
H: 0.60616 -0.08436 3.99894  0.0663
H: 1.06056 0.60652 2.67797  0.0630
O: 3.64430 1.10819 0.44667  -0.0629
H: 4.58016 0.97217 0.34709  0.0241
H: 3.19399 1.03612 -0.40712  0.0094



(2)
A cluster of 6 separate species, H12O6 in total. Source: the Open Molecules 2025 dataset; level of theory: the ωB97M-V functional and the def2-TZVPD basis.

## Properties
HOMO = -10.64 eV
Charge = 0
SMILES = O.O.O.O.O.O
LUMO energy = 0.19 eV

Last column: Löwdin charge in e.
Cartesian coordinates (Å):
O: -0.61285 0.33984 -0.73584  -0.0353
H: -0.21202 -0.52524 -0.65089  0.0494
H: -0.44060 0.76758 0.10297  0.0262
O: 2.51832 -1.46346 -0.99439  -0.0351
H: 3.47533 -1.48240 -0.99118  0.0506
H: 2.29592 -0.64860 -1.44470  0.0467
O: -3.27676 0.44109 1.03135  -0.0491
H: -3.11028 1.09771 1.70763  0.0266
H: -2.78036 0.74715 0.27231  0.0073
O: 1.30025 -1.21076 1.61556  -0.0352
H: 1.75405 -1.75091 0.96862  0.0258
H: 1.08608 -1.81588 2.32563  0.0660
O: 1.10355 1.43509 1.66131  -0.0587
H: 1.10862 0.48444 1.77297  -0.0376
H: 0.71833 1.76979 2.47112  0.0370
O: -2.01068 0.73047 -3.00228  -0.0669
H: -1.36931 0.59305 -2.30514  -0.0405
H: -1.54758 0.49102 -3.80504  0.0226



Structures ranked by computed energy, the most stable listed first: (2), (1).



(1)
A cluster of 6 separate species, H12O6 in total. Source: the Open Molecules 2025 dataset; level of theory: the ωB97M-V functional and the def2-TZVPD basis.

## Properties
HOMO = -11.20 eV
Charge = 0
SMILES = O.O.O.O.O.O
LUMO energy = 0.18 eV

Last column: Löwdin charge in e.
Cartesian coordinates (Å):
H: 1.04307 0.09814 -0.70449  0.0624
H: 0.36161 -0.44129 -1.94653  0.0392
H: -2.67323 -1.18376 -3.94306  -0.0329
H: -2.71432 -2.61372 -3.41295  0.0479
H: 0.13619 2.06063 2.05308  0.0529
H: -1.22267 2.56147 2.30907  0.0043
H: -0.38684 4.01316 -2.03751  0.0547
H: -0.26391 2.61609 -1.43119  -0.0014
H: 1.44116 -3.40037 1.62265  -0.0148
H: 0.06185 -3.74070 1.61878  0.0606
H: 1.55175 0.07535 2.69219  0.0611
H: 3.15722 -0.27966 2.80258  0.0369
O: 0.70435 0.39212 -1.59778  -0.0727
O: -2.66573 -1.67317 -3.19587  -0.0109
O: -0.71582 1.80170 2.48729  -0.0524
O: -0.92967 3.29383 -1.62338  -0.0871
O: 0.77290 -3.47406 0.99429  -0.0453
O: 2.34208 -0.10575 3.31283  -0.1027



(2)
A cluster of 6 separate species, H12O6 in total. Source: the Open Molecules 2025 dataset; level of theory: the ωB97M-V functional and the def2-TZVPD basis.

## Properties
HOMO = -10.60 eV
Charge = 0
SMILES = O.O.O.O.O.O
LUMO energy = -0.47 eV

Last column: Löwdin charge in e.
Cartesian coordinates (Å):
H: -1.36417 1.24137 0.04839  0.0641
H: -0.50507 0.19779 -0.64654  0.0129
H: 0.45541 -0.26089 2.13999  0.0499
H: 0.38645 -0.22661 0.62206  0.0173
H: -0.09291 -2.41179 -2.20409  0.0435
H: 0.29735 -1.01085 -1.76239  -0.0010
H: 1.75926 -1.74633 1.30544  0.0245
H: 2.63580 -0.52645 1.53698  0.0327
H: -2.73896 -1.37807 -1.26981  0.0280
H: -2.82118 0.13545 -1.15791  -0.0022
H: 1.22757 2.79939 2.75718  0.0332
H: 0.59251 2.60072 1.39071  0.0081
O: -1.31389 0.71073 -0.75465  -0.0546
O: -0.15470 -0.10495 1.41031  -0.0438
O: 0.64910 -1.79670 -2.19563  -0.0346
O: 2.62321 -1.37889 1.08733  -0.0402
O: -2.89963 -0.58496 -1.79340  -0.0860
O: 1.11690 3.22806 1.90104  -0.0518



(3)
A cluster of 6 separate species, H12O6 in total. Source: the Open Molecules 2025 dataset; level of theory: the ωB97M-V functional and the def2-TZVPD basis.

## Properties
HOMO = -10.51 eV
Charge = 0
SMILES = O.O.O.O.O.O
LUMO energy = 0.01 eV

Last column: Löwdin charge in e.
Cartesian coordinates (Å):
O: -10.40915 13.90839 16.40378  -0.0520
H: -10.59637 13.72582 17.33303  0.0751
H: -9.72671 13.26815 16.15827  0.0736
O: -12.49406 15.70209 15.64492  -0.0685
H: -13.23078 15.16776 15.95705  0.0330
H: -11.70097 15.17237 15.84249  -0.0164
O: -9.11553 14.83658 14.03019  -0.0541
H: -8.21719 14.80943 14.38488  0.0241
H: -9.69263 14.74634 14.80780  0.0103
O: -6.20346 17.24207 12.98540  -0.0666
H: -6.99487 17.52164 12.51292  0.0374
H: -6.52531 16.63192 13.66382  -0.0151
O: -6.70491 15.84630 15.60027  -0.0468
H: -7.00371 16.47620 16.26735  0.0668
H: -5.74031 15.89415 15.63070  0.0650
O: -11.21928 13.84034 12.54334  -0.0826
H: -10.47245 14.35956 12.90710  -0.0117
H: -11.92651 14.48002 12.40956  0.0284



(4)
A cluster of 6 separate species, H12O6 in total. Source: the Open Molecules 2025 dataset; level of theory: the ωB97M-V functional and the def2-TZVPD basis.

## Properties
HOMO = -10.66 eV
Charge = 0
SMILES = O.O.O.O.O.O
LUMO energy = 0.02 eV

Last column: Löwdin charge in e.
Cartesian coordinates (Å):
O: 2.79671 0.01493 0.86779  -0.0506
H: 1.84238 0.07868 0.83019  -0.0037
H: 3.10523 0.64758 0.21909  0.0264
O: 0.21870 0.49652 -0.48113  -0.0439
H: -0.59492 -0.00593 -0.52363  0.0325
H: 0.61646 0.38262 -1.34430  0.0342
O: -2.41098 -0.10278 0.02722  -0.0379
H: -3.05349 0.02396 0.72533  0.0720
H: -2.58433 0.60769 -0.59037  0.0764
O: 1.95490 -0.35293 -2.59340  -0.0341
H: 2.31631 -0.93138 -1.92182  0.0465
H: 2.68501 0.21528 -2.83895  0.0529
O: -0.10352 2.17994 1.34474  -0.0674
H: 0.03479 1.53052 0.65529  -0.0718
H: -0.97002 1.97575 1.69645  0.0127
O: -2.04389 -2.61382 1.19043  -0.0475
H: -1.47447 -2.36540 1.91862  0.0339
H: -2.33487 -1.78123 0.81846  -0.0305



Structures ranked by computed energy, the most stable listed first: (3), (4), (1), (2).